[1]
The following is a DFT calculation (ωB97M-V/def2-TZVPD) of a structure of composition CF3Li2O4P.

The geometry in XYZ format:
```
11
Properties=species:S:1:pos:R:3:forces:R:3:nbo_charge:R:1
P 1.44911 0.05266 0.03857 0.60 -0.33 0.05 2.62
F 2.27813 1.39841 -0.27800 -0.64 -0.95 0.24 -0.57
F 2.37559 -0.28884 1.27127 -1.05 0.13 -1.14 -0.52
F 0.42061 -1.69105 0.76861 0.04 0.82 -0.72 -0.82
O 1.44125 -0.67541 -1.26413 -0.16 0.45 0.93 -1.15
Li -3.31916 0.32847 -0.37550 0.86 0.23 0.33 0.96
Li -0.24444 -1.75125 -1.00457 0.72 0.48 0.75 0.95
O 0.15314 0.85888 0.58074 0.07 -0.28 -0.28 -0.79
O -2.00335 1.30399 0.79198 -0.60 0.02 -0.31 -0.76
O -1.39936 -0.18425 -0.71823 -0.71 -0.57 -0.81 -0.91
C -1.15151 0.64840 0.18925 0.86 -0.01 0.95 1.00
```
Forces are in eV/Å.

Output
**Molecular weight**: 177.86 g mol⁻¹
**LUMO**: -1.250 eV
**Strongest force on any atom**: 1.6 eV/Å
**Energy relative to the best compared isomer or geometry (same formula, charge and spin)**: 2.6 kcal per mole

---

[2]
The following is a DFT calculation (ωB97M-V/def2-TZVPD) of a structure of composition CF3LiNO4S3Sm.

The geometry in XYZ format:
```
14
Properties=species:S:1:pos:R:3:forces:R:3:mulliken_spin:R:1
Sm 0.66011 -1.09830 0.67168 -1.18 0.30 -0.50 5.14
N -1.19352 -0.05124 1.22995 2.75 -2.24 -0.79 -0.05
S -1.94644 0.85028 0.29964 -1.48 6.23 -0.35 -0.01
O -1.59842 1.08167 -1.15451 0.93 -1.88 0.99 0.00
C -3.54877 -0.04662 -0.01934 0.25 1.02 0.49 0.00
F -4.22822 -0.20832 1.11392 -0.10 -0.27 0.02 0.00
F -3.23867 -1.24129 -0.52846 -0.21 -0.41 -0.14 0.00
F -4.32211 0.60892 -0.88203 0.11 -0.20 0.06 0.00
Li 0.05284 0.53997 -1.98559 -0.20 0.56 -0.08 0.00
S 2.74306 -0.79064 -1.47436 -1.26 0.64 2.00 -0.01
O 1.16742 -1.36908 -1.57853 -0.12 0.81 0.90 -0.01
S 2.12474 1.03710 -0.07939 0.07 0.11 -3.23 -0.04
O 1.31597 1.79825 -1.20545 0.66 -1.03 1.69 -0.01
O -2.16369 2.23178 0.88746 -0.22 -3.65 -1.07 -0.01
```
Forces are in eV/Å.

Output
**Molecular weight**: 400.51 g mol⁻¹
**LUMO (alpha / beta)**: -2.176 / -1.914 eV
**Spin multiplicity**: 6
**Strongest force on any atom**: 6.4 eV/Å

---

[3]
The following is a DFT calculation (ωB97M-V/def2-TZVPD) of an isolated molecule of CF3NO.

The geometry in XYZ format:
```
6
Properties=species:S:1:pos:R:3:forces:R:3:nbo_charge:R:1
O 1.22651 1.19916 0.74923 0.52 -0.78 -0.01 -0.47
C 0.85599 0.24156 0.20669 -3.54 -0.51 -1.90 0.93
F 1.43134 -0.86617 -0.26722 0.08 1.31 0.84 -0.29
N -0.84021 0.16192 -0.49190 4.23 1.15 -0.28 0.26
F -1.67131 0.40681 0.50235 -1.03 0.66 1.82 -0.20
F -1.00231 -1.14329 -0.69916 -0.25 -1.83 -0.46 -0.22
```
Forces are in eV/Å.

Output
**SMILES string**: O=C(F)N(F)F
**Molecular weight**: 99.01 g mol⁻¹
**LUMO**: 0.206 eV
**Strongest force on any atom**: 4.4 eV/Å
**Energy relative to the best compared isomer or geometry (same formula, charge and spin)**: 22.9 kcal per mole

---

[4]
The following is a DFT calculation (ωB97M-V/def2-TZVPD) of a cluster of 2 separate species, CF4NO in total.

The geometry in XYZ format:
```
7
Properties=species:S:1:pos:R:3:forces:R:3:nbo_charge:R:1
C 0.54666 0.02285 -0.78070 -0.95 -2.53 1.27 0.63
N -0.47811 -0.30257 1.44265 0.77 2.01 0.64 0.39
O -0.73100 0.78267 1.81863 0.51 -1.42 -0.71 -0.34
F 0.39610 1.33404 -0.94471 0.81 1.24 -0.48 -0.39
F 1.93851 -0.31144 -0.72247 -0.78 0.95 -0.57 -0.44
F 0.12001 -0.52784 -2.00686 0.56 0.34 0.26 -0.43
F -1.79216 -0.99771 1.19347 -0.91 -0.57 -0.40 -0.43
```
Forces are in eV/Å.

Output
**Net charge**: -1
**Molecular weight**: 118.01 g mol⁻¹
**LUMO (alpha / beta)**: 4.563 / 4.560 eV
**Strongest force on any atom**: 3.0 eV/Å
**Energy relative to the best compared isomer or geometry (same formula, charge and spin)**: 25.2 kcal per mole